Molecular formula: C7H10ClIrNO4
Method: DFT, ωB97M-V/def2-TZVPD

The LUMO energy (spin up / spin down) is 0.17 / -2.00 eV. As for the orbital gap (spin up / spin down): 6.8 / 7.5 eV. As for the multiplicity: 6. As for the HOMO energy (spin up / spin down): -6.677 / -9.508 eV.

Last column: Mulliken spin population.
Element x y z (Å)
C -2.316 -0.183 -0.890  0.0665
C -2.495 -0.127 0.521  0.1960
C -1.876 -1.274 1.096  0.0753
C -1.310 -2.039 0.038  0.1315
C -1.577 -1.364 -1.190  0.1369
Ir -0.114 0.038 0.006  2.3177
N 0.743 0.682 -1.343  1.5779
C 0.559 2.415 0.364  0.1076
C -0.360 2.023 1.308  0.0702
H -1.832 -1.514 2.160  0.0089
H -3.034 0.647 1.069  0.0151
H -0.744 -2.965 0.146  0.0104
H -1.261 -1.688 -2.182  -0.0124
H -2.659 0.557 -1.615  -0.0183
H -1.402 2.351 1.243  0.0120
H 0.275 3.062 -0.471  0.0011
H 1.085 1.133 -2.199  -0.0155
H -0.034 1.543 2.237  0.0023
H 1.630 2.258 0.518  -0.0066
O 4.312 0.065 0.024  0.0661
Cl 3.375 -1.121 -0.164  0.0904
O 3.631 -1.760 -1.523  0.0545
O 3.623 -2.145 0.935  0.0636
O 1.782 -0.592 -0.087  0.0486